Entry P
This record from OMol25 describes C41H60N4O8P2S2SiZr as an isolated structure. The level of theory is the ωB97M-V functional and the def2-TZVPD basis.

⟨S²⟩   0.75
HOMO-LUMO gap (spin up / spin down)   6.42 / 5.79 eV

Structure (ORCA input):
```
! wB97M-V def2-TZVPD RIJCOSX def2/J DEFGRID3
* xyz -1 2
Zr -0.41 -0.54 -0.73
N -0.64 1.54 1.17
C -0.77 1.49 2.63
C -0.75 0.04 3.11
C 0.56 -0.65 2.77
N 0.65 -1.05 1.35
H -0.24 2.41 0.84
H -1.58 1.45 0.77
H -1.68 1.97 2.98
H 0.08 2.02 3.06
H -1.57 -0.50 2.63
H -0.90 0.00 4.19
H 0.68 -1.54 3.40
H 1.39 0.03 2.99
H -0.05 -1.81 1.27
H 1.54 -1.51 1.17
C 3.86 -0.87 -0.51
C 3.07 -0.92 -1.76
N 1.77 -0.76 -1.85
C 1.45 -0.93 -3.19
C 2.58 -1.19 -3.90
N 3.60 -1.17 -2.98
C 2.94 -1.41 -5.32
O 1.96 -1.42 -6.20
O 4.11 -1.56 -5.62
C 0.02 -0.98 -3.66
O -0.21 -1.15 -4.85
O -0.88 -0.90 -2.75
H 3.40 -0.16 0.18
H 4.89 -0.57 -0.70
H 3.85 -1.86 -0.04
H 4.56 -1.35 -3.23
H 1.07 -1.31 -5.73
O 2.02 -3.35 -0.03
C 0.84 -3.54 -0.33
O 0.08 -2.68 -0.93
C 0.19 -4.85 0.07
C 0.93 -6.02 -0.11
C 0.38 -7.25 0.18
C -0.92 -7.32 0.67
C -1.65 -6.16 0.88
C -1.10 -4.91 0.60
P -1.98 -3.29 0.85
C -2.70 -3.50 2.53
C -3.78 -2.71 2.92
C -4.16 -2.63 4.26
C -3.47 -3.35 5.22
C -2.38 -4.12 4.85
C -1.99 -4.18 3.52
C -3.35 -3.72 -0.30
C -3.13 -3.56 -1.66
C -4.13 -3.82 -2.58
C -5.38 -4.25 -2.14
C -5.60 -4.44 -0.79
C -4.59 -4.18 0.13
H 1.94 -5.94 -0.49
H 0.95 -8.16 0.02
H -1.37 -8.29 0.89
H -2.66 -6.22 1.27
H -4.30 -2.12 2.18
H -5.00 -2.01 4.54
H -3.77 -3.30 6.26
H -1.82 -4.67 5.60
H -1.12 -4.77 3.25
H -2.17 -3.20 -2.01
H -3.95 -3.67 -3.63
H -6.17 -4.45 -2.85
H -6.57 -4.79 -0.44
H -4.78 -4.33 1.19
C -1.09 2.71 -6.19
C -0.93 2.88 -4.69
O -1.73 1.88 -4.05
P -1.88 1.72 -2.43
S -2.67 -0.47 0.07
S 0.15 1.89 -1.75
O -2.44 3.26 -2.15
C -3.17 3.55 -0.96
C -4.45 2.75 -0.84
H -0.63 3.54 -6.72
H -2.15 2.67 -6.44
H -0.63 1.78 -6.52
H -1.25 3.87 -4.36
H 0.12 2.74 -4.39
H -3.40 4.62 -1.02
H -2.53 3.40 -0.08
H -5.08 2.91 -1.72
H -5.01 3.06 0.05
H -4.24 1.68 -0.76
C 3.46 2.85 -0.77
Si 2.53 3.25 0.82
C 3.76 3.00 2.27
C 3.13 3.44 3.60
C 5.07 3.76 2.06
C 4.09 1.51 2.37
C 1.81 5.03 0.66
C 2.89 6.09 0.92
C 0.65 5.24 1.64
C 1.28 5.23 -0.76
H 4.03 3.72 -1.12
H 2.76 2.56 -1.56
H 4.16 2.02 -0.62
H 2.90 4.51 3.61
H 3.83 3.25 4.43
H 2.21 2.89 3.82
H 4.95 4.84 2.17
H 5.50 3.57 1.07
H 5.81 3.44 2.81
H 3.20 0.89 2.42
H 4.68 1.32 3.28
H 4.69 1.17 1.51
H 3.22 6.10 1.96
H 2.48 7.08 0.69
H 3.77 5.94 0.29
H 0.94 5.05 2.68
H -0.19 4.60 1.41
H 0.30 6.28 1.58
H 2.09 5.25 -1.50
H 0.75 6.19 -0.82
H 0.59 4.44 -1.06
*
```



Entry Q
This record from OMol25 describes C41H60N4O8P2S2SiZr as an isolated structure. The level of theory is the ωB97M-V functional and the def2-TZVPD basis.

⟨S²⟩   0.75
HOMO-LUMO gap (spin up / spin down)   5.28 / 6.66 eV

Structure (ORCA input):
```
! wB97M-V def2-TZVPD RIJCOSX def2/J DEFGRID3
* xyz -1 2
Zr 0.03 -1.02 -0.31
N -0.33 -3.33 -1.63
C -1.40 -4.28 -1.25
C -1.28 -4.77 0.19
C -1.64 -3.75 1.27
N -0.58 -2.74 1.45
H -0.51 -2.98 -2.57
H 0.56 -3.81 -1.68
H -1.38 -5.15 -1.92
H -2.36 -3.79 -1.39
H -0.28 -5.15 0.36
H -1.96 -5.62 0.30
H -1.82 -4.29 2.21
H -2.55 -3.23 1.00
H 0.28 -3.17 1.77
H -0.86 -2.09 2.18
C 0.54 1.45 -3.93
C -0.72 0.80 -3.47
N -0.90 -0.08 -2.50
C -2.23 -0.41 -2.54
C -2.86 0.26 -3.55
N -1.88 1.03 -4.11
C -4.23 0.29 -4.12
O -5.11 -0.55 -3.62
O -4.48 1.06 -5.02
C -2.80 -1.30 -1.50
O -3.95 -1.75 -1.62
O -2.00 -1.55 -0.56
H 1.37 0.74 -3.87
H 0.81 2.29 -3.29
H 0.42 1.79 -4.96
H -2.04 1.65 -4.89
H -4.69 -1.12 -2.88
O 0.61 -0.26 1.72
C -0.35 0.56 1.69
O -0.98 0.73 0.62
C -0.81 1.26 2.92
C 0.15 1.77 3.79
C -0.24 2.51 4.89
C -1.59 2.74 5.12
C -2.55 2.21 4.27
C -2.18 1.45 3.15
P -3.40 0.59 2.07
C -4.89 0.66 3.15
C -4.91 -0.20 4.25
C -6.02 -0.28 5.08
C -7.15 0.48 4.80
C -7.15 1.33 3.71
C -6.03 1.42 2.89
C -3.79 1.81 0.76
C -3.10 3.01 0.61
C -3.33 3.82 -0.49
C -4.26 3.45 -1.45
C -4.96 2.26 -1.31
C -4.71 1.43 -0.22
H 1.19 1.61 3.57
H 0.50 2.92 5.56
H -1.91 3.33 5.97
H -3.59 2.38 4.47
H -4.04 -0.80 4.47
H -6.01 -0.94 5.93
H -8.02 0.41 5.44
H -8.02 1.93 3.48
H -6.04 2.10 2.05
H -2.34 3.30 1.33
H -2.76 4.73 -0.60
H -4.44 4.08 -2.31
H -5.68 1.95 -2.06
H -5.22 0.48 -0.14
C 2.52 5.56 -3.13
C 2.07 5.09 -1.77
O 1.99 3.66 -1.80
P 1.96 2.85 -0.39
S 1.85 0.95 -1.02
S 0.74 3.66 0.88
O 3.46 3.11 0.16
C 4.60 2.65 -0.59
C 5.54 3.82 -0.81
H 2.74 6.63 -3.11
H 1.75 5.38 -3.88
H 3.43 5.03 -3.43
H 1.08 5.48 -1.51
H 2.76 5.40 -0.98
H 4.29 2.21 -1.53
H 5.08 1.87 0.00
H 5.07 4.58 -1.45
H 6.46 3.48 -1.29
H 5.80 4.29 0.14
C 2.33 -4.45 0.09
Si 2.55 -2.54 -0.21
C 3.71 -2.12 1.31
C 2.97 -2.56 2.58
C 3.96 -0.61 1.44
C 5.08 -2.80 1.30
C 3.65 -2.62 -1.85
C 4.45 -1.33 -2.07
C 4.62 -3.80 -1.95
C 2.68 -2.75 -3.04
H 3.29 -4.91 0.34
H 1.94 -4.99 -0.78
H 1.66 -4.67 0.92
H 2.02 -2.03 2.69
H 3.58 -2.31 3.47
H 2.79 -3.63 2.61
H 3.02 -0.05 1.54
H 4.47 -0.21 0.56
H 4.58 -0.41 2.32
H 5.01 -3.89 1.18
H 5.60 -2.61 2.25
H 5.72 -2.42 0.50
H 5.19 -1.18 -1.28
H 3.81 -0.45 -2.10
H 5.00 -1.39 -3.02
H 5.45 -3.71 -1.25
H 5.06 -3.84 -2.96
H 4.14 -4.76 -1.77
H 1.93 -1.95 -3.03
H 2.16 -3.71 -3.04
H 3.23 -2.69 -3.99
*
```



Most favorable first, least favorable last: entry Q, entry P



Entry P
This record from OMol25 describes C5H9N2O2S as an isolated structure. The level of theory is the ωB97M-V functional and the def2-TZVPD basis.

HOMO-LUMO gap (spin up / spin down)   7.46 / 7.53 eV

Structure (ORCA input):
```
! wB97M-V def2-TZVPD RIJCOSX def2/J DEFGRID3
* xyz 1 1
C -0.57 -2.34 -0.13
C -2.04 -0.78 0.42
C 0.44 -1.20 -0.08
C -0.36 0.85 -1.13
C 0.00 0.82 1.27
N -1.77 -1.99 0.07
N -0.30 0.04 0.08
O -3.07 1.58 0.02
O -4.64 -0.36 0.12
S -3.36 0.19 -0.14
H -0.28 -3.37 -0.27
H 1.08 -1.38 0.79
H 1.06 -1.22 -0.98
H 0.62 1.25 -1.38
H -0.71 0.24 -1.97
H -1.04 1.68 -0.98
H 0.99 1.27 1.19
H -0.74 1.61 1.37
H -0.03 0.19 2.16
*
```



Entry Q
This record from OMol25 describes an isolated ion of composition C5H9N2O2S and charge +1. The level of theory is the ωB97M-V functional and the def2-TZVPD basis.

HOMO-LUMO gap   9.87 eV

Structure (ORCA input):
```
! wB97M-V def2-TZVPD RIJCOSX def2/J DEFGRID3
* xyz 1 1
C -2.75 -0.79 0.17
C -1.20 0.87 -0.22
C -1.42 -1.16 0.73
C 2.82 -0.63 -0.55
C 2.26 0.56 0.26
N -2.45 0.45 -0.53
N -0.51 -0.04 0.41
O -3.81 -1.34 0.16
O -0.72 2.08 -0.35
S 0.97 0.25 1.47
H -1.18 -1.28 1.82
H -1.30 -2.14 0.25
H 2.73 -1.59 -0.07
H 2.21 -0.90 -1.48
H 3.83 -0.36 -0.90
H 1.98 1.34 -0.35
H 3.04 0.92 0.79
H -3.21 0.97 -1.00
H -1.30 2.79 -0.62
*
```



Most favorable first, least favorable last: entry Q, entry P



Entry P
This record from OMol25 describes C41H38BrN6O2S2Se2Y as an isolated structure. The level of theory is the ωB97M-V functional and the def2-TZVPD basis.

HOMO-LUMO gap   3.54 eV

Structure (ORCA input):
```
! wB97M-V def2-TZVPD RIJCOSX def2/J DEFGRID3
* xyz -2 1
Y -0.10 0.11 -0.10
C 1.44 3.04 3.49
C 1.49 2.07 2.34
N 0.42 1.64 1.79
N -0.78 2.21 2.23
C -1.68 1.32 2.50
S -1.42 -0.39 2.67
S -3.30 2.04 2.72
C -3.74 1.27 4.31
C -2.94 1.80 5.46
C -1.81 1.11 5.92
C -1.04 1.61 6.95
C -1.38 2.81 7.56
C -2.50 3.51 7.11
C -3.26 3.01 6.07
C 2.81 1.60 1.85
C 3.92 1.70 2.69
C 5.18 1.28 2.31
C 5.35 0.77 1.02
C 4.29 0.67 0.16
C 2.98 1.07 0.53
O 2.01 0.95 -0.31
H 0.54 3.66 3.40
H 2.33 3.67 3.53
H 1.35 2.51 4.44
H -3.60 0.20 4.19
H -4.80 1.48 4.44
H -1.53 0.19 5.42
H -0.17 1.07 7.28
H -0.78 3.21 8.37
H -2.77 4.46 7.57
H -4.12 3.56 5.71
H 3.78 2.09 3.69
H 6.02 1.36 2.99
H 6.33 0.43 0.70
H 4.40 0.26 -0.84
C -1.47 0.75 -3.72
Se 0.25 1.37 -3.06
C -0.12 3.26 -3.27
C -1.24 3.76 -2.36
Se -1.00 3.37 -0.47
C 0.53 4.58 -0.23
H -1.66 1.17 -4.70
H -2.24 1.00 -2.99
H -1.41 -0.33 -3.78
H -0.37 3.43 -4.32
H 0.81 3.78 -3.06
H -2.19 3.29 -2.62
H -1.36 4.84 -2.45
H 0.42 5.48 -0.82
H 1.45 4.06 -0.49
H 0.56 4.85 0.83
Br 9.54 -9.25 -2.19
C 8.18 -7.97 -1.85
C 7.30 -7.64 -2.87
C 6.30 -6.70 -2.63
C 6.19 -6.10 -1.38
C 7.09 -6.45 -0.37
C 8.09 -7.38 -0.60
N 5.19 -5.14 -1.03
N 4.57 -4.71 -2.04
C 3.54 -3.82 -1.87
C 2.96 -3.41 -3.08
C 1.90 -2.54 -3.17
C 1.32 -2.00 -2.00
O 0.33 -1.22 -2.00
C 1.93 -2.41 -0.71
N 1.35 -1.87 0.38
C 1.82 -2.15 1.58
C 2.91 -3.01 1.75
C 3.50 -3.59 0.66
C 3.01 -3.30 -0.64
H 7.38 -8.11 -3.84
H 5.60 -6.43 -3.41
H 6.98 -5.98 0.59
H 8.78 -7.65 0.18
H 3.40 -3.83 -3.97
H 1.49 -2.24 -4.13
H 1.31 -1.67 2.41
H 3.27 -3.21 2.75
H 4.34 -4.26 0.77
N -2.11 0.44 -0.49
C -3.41 0.32 -0.72
C -4.30 1.42 -0.97
C -5.64 1.27 -1.24
C -6.24 0.01 -1.29
C -5.42 -1.10 -1.05
C -4.07 -0.96 -0.78
H -3.87 2.42 -0.91
H -6.25 2.15 -1.40
H -7.30 -0.11 -1.49
H -5.84 -2.10 -1.07
H -3.46 -1.84 -0.60
*
```



Entry Q
This record from OMol25 describes C41H38BrN6O2S2Se2Y as an isolated structure. The level of theory is the ωB97M-V functional and the def2-TZVPD basis.

HOMO-LUMO gap   3.65 eV

Structure (ORCA input):
```
! wB97M-V def2-TZVPD RIJCOSX def2/J DEFGRID3
* xyz -2 1
Y 1.43 0.90 -0.49
C -0.07 -0.73 -4.88
C 0.15 -0.68 -3.39
N 0.32 0.44 -2.79
N 0.18 1.56 -3.60
C 1.12 2.44 -3.52
S 2.60 2.41 -2.65
S 0.85 3.86 -4.60
C 0.59 3.01 -6.18
C -0.83 2.77 -6.63
C -1.09 2.64 -7.99
C -2.37 2.38 -8.46
C -3.43 2.26 -7.57
C -3.18 2.40 -6.21
C -1.90 2.66 -5.74
C 0.21 -1.94 -2.61
C -0.69 -2.97 -2.87
C -0.70 -4.14 -2.13
C 0.23 -4.29 -1.10
C 1.16 -3.30 -0.84
C 1.19 -2.09 -1.58
O 2.05 -1.16 -1.33
H 0.84 -0.37 -5.38
H -0.87 -0.05 -5.17
H -0.28 -1.74 -5.21
H 1.12 2.06 -6.09
H 1.11 3.61 -6.93
H -0.27 2.74 -8.70
H -2.55 2.28 -9.53
H -4.43 2.05 -7.92
H -3.99 2.30 -5.50
H -1.70 2.75 -4.68
H -1.42 -2.83 -3.66
H -1.43 -4.92 -2.34
H 0.22 -5.19 -0.49
H 1.88 -3.40 -0.03
C 3.05 4.27 2.14
Se 3.54 3.13 0.66
C 4.83 2.02 1.63
C 5.56 1.16 0.62
Se 4.32 -0.11 -0.22
C 5.24 -0.21 -1.92
H 2.64 3.68 2.96
H 2.26 4.92 1.77
H 3.91 4.85 2.46
H 4.27 1.42 2.34
H 5.52 2.68 2.17
H 6.37 0.60 1.09
H 5.98 1.77 -0.18
H 5.11 0.72 -2.46
H 4.75 -1.01 -2.47
H 6.29 -0.44 -1.77
Br -5.11 -6.18 9.12
C -4.24 -5.24 7.72
C -2.86 -5.14 7.71
C -2.22 -4.45 6.69
C -2.95 -3.84 5.67
C -4.34 -3.96 5.70
C -4.99 -4.66 6.71
N -2.39 -3.12 4.59
N -1.15 -2.96 4.71
C -0.44 -2.28 3.77
C 0.92 -2.15 4.10
C 1.82 -1.44 3.35
C 1.41 -0.78 2.17
O 2.16 0.00 1.54
C 0.02 -1.00 1.73
N -0.30 -0.45 0.54
C -1.52 -0.58 0.08
C -2.51 -1.27 0.78
C -2.20 -1.84 1.99
C -0.90 -1.71 2.52
H -2.28 -5.61 8.50
H -1.14 -4.37 6.68
H -4.90 -3.49 4.90
H -6.07 -4.74 6.72
H 1.23 -2.62 5.02
H 2.86 -1.35 3.65
H -1.72 -0.12 -0.88
H -3.50 -1.36 0.37
H -2.94 -2.37 2.56
N 0.33 2.49 0.24
C -0.21 2.96 1.37
C 0.23 2.57 2.69
C -0.33 3.08 3.85
C -1.36 4.02 3.83
C -1.83 4.43 2.57
C -1.29 3.93 1.40
H 1.04 1.85 2.76
H 0.05 2.74 4.81
H -1.80 4.40 4.75
H -2.64 5.15 2.52
H -1.66 4.26 0.44
*
```



Most favorable first, least favorable last: entry P, entry Q



Entry P
This record from OMol25 describes C5H4S as an isolated structure. The level of theory is the ωB97M-V functional and the def2-TZVPD basis.

⟨S²⟩   2.01
HOMO-LUMO gap (spin up / spin down)   8.26 / 6.50 eV

Structure (ORCA input):
```
! wB97M-V def2-TZVPD RIJCOSX def2/J DEFGRID3
* xyz 0 3
C -1.02 0.97 1.16
C -1.64 1.12 2.30
C 0.17 -0.37 -0.30
C -1.32 -0.05 0.01
C 0.09 1.18 0.11
S -1.12 1.29 -1.25
H 0.85 -0.69 0.38
H 0.39 -0.52 -1.31
H -2.15 -0.70 0.01
H 0.92 1.80 0.21
*
```



Entry Q
This record from OMol25 describes C5H4S as an isolated structure. The level of theory is the ωB97M-V functional and the def2-TZVPD basis.

⟨S²⟩   2.03
HOMO-LUMO gap (spin up / spin down)   7.11 / 6.89 eV

Structure (ORCA input):
```
! wB97M-V def2-TZVPD RIJCOSX def2/J DEFGRID3
* xyz 0 3
C 1.98 -1.88 -1.09
C 1.41 -1.01 -0.33
C -0.29 0.24 0.06
C -0.13 -1.27 0.18
C 1.19 0.26 0.24
S 0.21 -1.56 1.89
H -0.59 0.60 -0.93
H -0.92 0.71 0.82
H -0.73 -2.00 -0.36
H 1.89 1.04 0.49
*
```



Most favorable first, least favorable last: entry Q, entry P